[1]
{
  "formula": "C7H11N3O2S2",
  "method": "ωB97M-V with the def2-TZVPD basis set",
  "species": ["C", "C", "C", "C", "C", "C", "C", "N", "N", "N", "O", "O", "S", "S", "H", "H", "H", "H", "H", "H", "H", "H", "H", "H", "H"],
  "xyz": [[-2.2739, -0.3223, 0.4237], [0.2855, 0.1467, 0.7873], [-0.0865, -0.6487, -0.4219], [1.7737, 0.2953, 0.9946], [-0.2244, 1.4222, 2.8948], [1.1731, 1.2200, 3.3528], [-0.6441, 0.6222, 1.7245], [-1.4341, -0.8652, -0.5152], [-1.9523, 0.3501, 1.4634], [2.1441, 1.2355, 2.1393], [-0.8691, -2.2467, -8.3031], [-2.3685, -2.3831, -6.3295], [0.8820, -1.2280, -1.6901], [-2.2953, -1.8510, -7.6577], [-3.3355, -0.5056, 0.2915], [2.2365, -0.6861, 1.1861], [2.2138, 0.5876, -0.0178], [-1.0323, 1.1276, 3.6766], [-0.4791, 2.4768, 2.7402], [1.7207, 2.0039, 4.0570], [1.1800, 0.2759, 3.9084], [-1.8133, -1.5221, -1.2697], [-0.0253, -2.5961, -8.0438], [2.9596, 0.8252, 2.6939], [2.2647, 2.2661, 1.9146]],
  "lumo_energy_ev": -10.6,
  "orbital_gap_ev": 2.9,
  "charge": 2,
  "homo_energy_ev": -13.556
}

[2]
{
  "formula": "C7H11N3O3",
  "method": "ωB97M-V with the def2-TZVPD basis set",
  "species": ["O", "C", "C", "C", "N", "C", "O", "N", "H", "H", "H", "H", "C", "N", "C", "C", "O", "H", "H", "H", "H", "H", "H", "H"],
  "xyz": [[-3.1213, -0.0875, -2.7809], [-2.0012, 0.3814, -2.5616], [-1.0727, -0.2880, -1.5512], [0.1441, 0.3182, -1.3130], [0.5666, 1.4827, -1.8949], [-0.1182, 2.0235, -2.9721], [0.1115, 2.8672, -3.8151], [-1.4946, 1.6057, -3.0624], [-1.5362, -1.1062, -0.8861], [0.7813, 0.1254, -0.4775], [1.4798, 1.9516, -1.7973], [-2.0769, 2.1569, -3.7405], [1.0853, 0.1568, 3.6722], [0.3890, -1.0118, 3.0247], [1.0538, -1.3274, 1.9047], [0.2241, -1.9504, 0.7720], [2.2353, -1.3433, 1.8276], [2.1396, 0.0032, 3.2672], [0.5645, 1.1890, 3.3921], [1.1685, 0.0830, 4.9127], [-0.5731, -1.0334, 3.0239], [-0.8918, -1.6563, 0.5807], [0.2822, -3.0706, 0.5235], [0.6605, -1.4698, -0.0487]],
  "lumo_energy_ev": 0.3,
  "orbital_gap_ev": 10.0,
  "homo_energy_ev": -9.733,
  "smiles": "O=c1cc[nH]c(=O)[nH]1.CNC(C)=O"
}

[3]
{
  "formula": "C7H11N4",
  "method": "ωB97M-V with the def2-TZVPD basis set",
  "species": ["C", "C", "C", "C", "C", "C", "C", "N", "N", "N", "N", "H", "H", "H", "H", "H", "H", "H", "H", "H", "H", "H"],
  "xyz": [[-1.7765, -3.0204, -0.2230], [-1.9168, -1.8697, -1.1597], [-0.7427, -2.6551, 0.6014], [0.6980, -0.7603, 0.7953], [-0.3951, 2.5930, 0.0781], [0.6200, 3.4340, -0.4228], [0.7276, 1.9571, -0.8112], [-1.0622, -0.9558, -0.7816], [-0.4046, -1.3494, 0.3205], [1.3981, -1.2623, 1.7301], [1.6626, 1.2565, -0.2170], [-2.2386, -3.9839, -0.4582], [-2.5220, -1.8568, -2.0957], [-0.3270, -3.1487, 1.5053], [-0.1861, 2.2997, 1.0557], [-1.4474, 2.3934, -0.3757], [0.3687, 4.0416, -1.2530], [1.5379, 3.6339, 0.1422], [0.3633, 1.7325, -1.8470], [1.3722, -2.1819, 2.1594], [2.2693, -0.8663, 2.1131], [2.0011, 0.5687, -0.8562]],
  "lumo_energy_ev": [-5.3, -5.3],
  "orbital_gap_ev": [7.6, 7.6],
  "charge": 1,
  "homo_energy_ev": [-12.873, -12.874]
}

Let's list energy relative to the best compared isomer or geometry (same formula, charge and spin) in order: 0.0000; 2.1264; 6.7447 eV.